Record 1
A structure of composition C40H94AsBF10N5O2Tl at a distorted geometry. Source: the Open Molecules 2025 dataset; level of theory: ωB97M-V/def2-TZVPD.

Atoms and positions in Å:
H 3.47460 6.30963 -6.66976
C -13.07295 4.36023 1.82296
H -0.71812 -10.75990 7.64841
H 3.49233 -6.80797 -7.53036
H -1.87157 -10.06339 6.54131
C 0.19897 9.49750 -4.22406
H 0.59292 10.51380 -4.21667
C -1.49141 -9.99674 7.56070
C 8.52271 0.27723 2.34476
H 1.63628 -5.35120 8.11690
C 0.28879 -3.99169 -4.43671
H 2.18130 -5.12883 -3.80616
H 6.37811 -1.14769 1.25444
H 1.86527 -6.16225 -5.84186
C -8.49310 1.05447 2.57985
C 1.93132 7.82543 -6.34957
H -9.00075 1.10975 -0.19938
H 7.34999 -2.17094 0.26086
C 2.28078 -5.38784 -6.48664
H 0.12348 7.09948 -5.36003
N 0.38758 -6.50623 6.95129
C -1.89087 8.72492 -5.35357
C -1.14362 -5.30154 5.43689
H -2.08009 -5.80944 5.20631
O 8.48033 -0.48117 -1.33195
C 1.80898 -4.19809 -4.23417
H 7.58323 0.08734 -3.03904
H -7.29920 -0.68399 2.60719
C -2.19573 9.65967 -4.23890
H -0.50535 -8.43697 8.90413
C 0.06216 -8.03939 6.93443
H -10.28799 4.62753 1.20423
C -9.73096 3.16695 2.68452
F -4.05562 4.47766 4.81863
H 1.53316 -5.16119 -7.24676
C 8.18545 -2.20671 2.79414
H 9.11781 -1.38042 4.48043
B -4.20248 4.04091 6.07133
H 10.18004 -2.62425 3.58132
H -7.85075 3.85679 -0.06719
H 6.45288 -0.26951 -1.08130
H -13.89773 3.91897 1.26339
H -7.68511 -0.37450 0.93397
H 0.55879 -5.05512 4.07623
H -8.81668 -1.07121 2.05211
H 7.49551 0.46051 2.66000
C -7.74973 2.82388 0.26598
H 1.89928 -5.40565 5.89686
F -5.51157 3.61830 6.36853
H 3.08064 -2.87586 -7.34067
H -2.43654 9.11083 -6.21463
C 1.19076 -6.19489 5.64544
C 2.44456 6.55371 -6.92964
H 8.86891 -3.07233 4.61573
H 8.82160 0.98211 1.56893
H -7.35237 2.37867 -0.64615
H 1.80648 -7.02824 5.30705
H 8.44814 1.45126 -2.24179
H 1.02336 -8.53370 7.07536
H -0.43379 9.99022 -7.54607
H 10.60830 -1.29186 1.74407
H 9.30332 0.18120 3.09942
F -3.74975 5.03715 6.84202
H -9.04423 0.98520 3.51769
H 9.66723 -3.61347 0.97467
H -0.86409 11.16173 -6.41851
H 4.71221 -3.53656 -5.63790
F -1.40782 1.04426 -0.94124
H -1.52352 -4.40266 -3.20952
H 4.95606 -6.37657 -5.46243
O -11.86802 3.55989 1.71455
C -9.03308 2.06055 0.33263
H -13.23233 4.45080 2.89743
H 3.76385 -5.19820 -7.99347
H 9.39608 0.36278 -2.99088
H -0.26347 7.55299 -7.01243
H -2.28833 10.70687 -4.52681
H 7.51597 0.77770 -0.10657
H 2.21343 -3.38416 -3.63248
H -1.17228 8.54425 -2.77670
F -1.31072 3.56370 -0.66179
C -10.68952 4.19928 2.12264
H 2.25171 6.45323 -7.99773
C 9.19059 -2.30642 3.91005
H -1.28584 -4.24756 5.19816
C 4.07958 -4.37728 -5.35316
C 0.35590 7.81014 -6.15315
C 8.45091 0.38100 -2.44829
C 7.38380 -0.22372 -0.51617
H 2.23195 8.63965 -7.00894
F -0.87840 2.22489 1.23301
H -0.10378 -4.61871 -5.23721
H 9.52202 -2.97939 -0.56111
C -1.03930 9.50352 -3.27692
H 7.30866 -1.78531 3.28584
H -0.32376 -6.52362 3.92378
C 1.21967 -6.35779 8.15303
H -10.85283 4.99536 2.84908
H 8.03989 -3.14617 2.26094
H -0.27312 -5.40107 -2.88537
C 0.04945 -5.81756 4.66559
H 2.65475 -2.02047 -5.85062
N 8.52203 -1.12802 1.63729
N 2.61353 -4.13681 -5.65448
H 1.05568 8.93789 -3.84859
Tl 0.76171 5.17715 5.00393
C -0.43393 -4.37259 -3.20858
H -0.18300 -3.74694 -2.35202
F -3.33511 2.97671 6.23743
H 0.84203 10.64821 -6.51754
H -1.84262 -7.95519 7.82744
H 11.08654 -3.17893 0.29130
H 1.76538 5.77067 -6.59251
C 10.06655 -2.80198 0.36630
H -11.19643 0.93814 2.74513
C -0.19394 10.30960 -6.53189
H 9.99788 -0.61678 0.22215
F 0.95224 0.80533 -0.03623
As -0.18262 2.17152 -0.38296
H -2.23723 -10.47111 8.19853
H -7.60595 1.65003 2.79521
H 0.58325 -6.46841 9.03101
H 4.31620 -4.44019 -4.29102
C 3.60291 -5.81011 -7.10591
C -8.07053 -0.28329 1.94947
F 0.45340 2.47349 -2.05545
H -1.65889 -6.00636 7.46366
H -11.36090 1.19029 0.92678
H -10.09991 2.81566 3.64815
H -7.03259 2.77838 1.08558
C 4.68190 -5.54724 -6.11445
N -9.53792 1.82766 1.78720
H 0.02553 -2.99835 -4.80015
H 2.02505 -7.08336 8.26710
H -2.03469 7.65963 -5.17309
H 2.48849 7.93927 -5.41967
C 2.38531 -2.85220 -6.50158
H -0.29807 -8.21138 5.92016
H -8.74944 3.64097 2.67880
H -3.15035 9.44679 -3.75777
H 1.32534 -2.81391 -6.75274
H -0.58359 -4.60040 7.31569
C -0.94780 -8.57113 7.91704
C 9.86562 -1.41237 0.95538
H -12.95927 5.37341 1.43741
C -10.73092 0.88197 1.76114
H -9.87050 2.66669 -0.01292
H -10.45833 -0.14126 1.50268
C -0.81124 -5.58997 6.91940
H 5.55051 -5.20194 -6.67517
N -0.40466 9.07001 -5.59557
F 1.06461 3.33093 0.32773
H -0.99771 10.23230 -2.46744
C 7.29290 -1.15900 0.66187

Properties
strongest force on any atom = 0.0572 hartree/bohr
HOMO energy = -19.814 eV
net charge = +6
M = 1157.32 u
lowest unoccupied orbital energy = -18.89 eV

Record 2
A structure of composition C40H96AsF6N3O3P at a distorted geometry. Source: the Open Molecules 2025 dataset; level of theory: ωB97M-V/def2-TZVPD.

Atoms and positions in Å:
H -1.04193 -3.57843 2.12516
C 2.01734 3.16134 -5.13509
H 10.69243 0.87652 3.45657
H 0.69989 -0.20139 5.17784
C -4.88760 -6.26786 3.82886
H -1.13489 -0.58036 3.52162
H 9.82450 1.37248 1.09828
C -6.52022 -0.16399 -1.51515
H -4.72431 -0.39628 0.66298
H -4.66627 -0.84337 -2.36037
N -4.42053 -4.34844 5.54770
H -2.88834 -0.18450 -5.66803
C -4.93358 -4.80919 6.89929
C -2.12810 -3.43244 2.10805
H 9.11932 -2.10921 1.72981
C 2.89309 0.39200 -4.96374
H 3.35564 1.41789 -7.08822
H 2.03168 3.29245 -0.72484
H 2.66794 3.05821 -4.26948
H -0.83747 2.37631 -1.13414
H 0.34288 -0.02467 2.71751
F 1.12568 -2.77987 -0.89939
H 7.81398 -1.32722 2.65534
H 1.89721 4.74841 -1.66016
H -1.57568 0.10657 -4.51392
O 6.20857 0.77104 -1.00642
H -6.02132 2.87809 0.02927
C 8.20892 -1.52477 1.66200
H -2.46358 -3.75689 1.12780
H -6.38521 0.84521 -1.91187
H -7.29838 4.95843 -0.37264
H 3.86290 0.87761 -5.03163
H -4.58701 1.67299 -1.12617
C 0.06774 4.25989 -0.59561
H -0.13670 -0.44627 -7.83812
H -5.47608 -7.08915 4.22731
H -6.11532 5.59047 -1.42984
H -2.54740 -4.37334 6.44670
C -2.25161 0.94170 1.75651
H 0.36040 4.79240 0.31285
C 8.83891 -0.63355 -0.46787
H 2.27073 2.03622 -9.08741
C 9.40563 0.47203 -1.32395
H 7.76815 1.66332 0.68633
H 3.20940 -0.63608 -5.18253
H -3.51159 -6.31321 7.64911
H -4.56582 -4.08707 7.62886
C -4.24243 -0.29841 -0.31280
C -6.39512 5.57277 -0.37462
H 10.33370 0.87711 -0.92413
C 0.13998 0.63727 4.76027
As 0.37415 -1.34960 -1.47101
O -1.23124 0.65034 -6.54190
H -7.16616 -0.72191 -2.19059
H 1.53869 -1.26107 -6.23279
C 1.11822 1.96041 -5.35293
F 0.58718 -0.50893 0.02895
H -7.05804 -0.05418 -0.57026
H -3.33702 -0.91195 -0.34171
C 1.33794 3.86312 -1.35123
H -0.27020 2.46430 0.54341
H -1.87608 -2.95729 4.60747
C -4.64881 2.67077 1.67660
H -2.16516 4.16490 0.99874
H 0.62968 -0.70415 -4.88354
H -2.70777 3.81250 -0.67925
H 2.65241 -0.06656 -7.69172
H -2.26903 -2.34161 2.16881
H 1.35000 2.76646 -7.79569
H 5.28672 0.91266 0.81363
C -2.17170 -3.99452 4.36899
H -5.30609 -1.93104 -1.17240
H 0.21327 2.13254 -5.92232
H 9.57670 0.13074 -2.34062
H 9.02083 1.28240 3.47329
H -2.93860 1.09737 -1.35456
C -5.33375 4.88193 0.48994
H 2.58728 3.43497 -6.02215
C 6.09291 0.35878 0.32365
C 0.88468 -0.44933 -5.91362
H 5.12763 1.40468 -2.59255
H 1.12675 3.22813 -2.21310
H -0.60654 2.24822 2.51851
H 0.81641 1.48938 4.68685
H -4.06520 -2.44562 6.36673
C -2.94536 -4.66428 5.47254
H -5.19404 5.42231 1.43554
C 7.37483 0.71718 1.06399
H 9.58483 -0.42047 3.54361
C 2.40871 0.91973 -7.30956
C -0.74107 3.02295 -0.26094
C -0.45001 0.26713 3.40867
H -1.69124 0.47686 0.92183
H -6.57889 6.59069 -0.05159
H -0.45891 5.00068 -1.20096
F -0.43233 0.08018 -2.09142
O -2.81562 -4.10040 3.14217
H -4.29639 3.32913 2.48342
H -0.63548 0.88708 5.48758
H 8.70564 1.30697 -1.37867
C -2.16399 3.43125 0.18889
C -2.07001 0.49620 -5.41612
H 7.89744 -0.97993 -0.88279
H -4.16653 -2.47999 4.58845
H -1.17166 -4.46702 4.38024
H 10.62555 -0.18787 1.25503
H 7.19278 0.92251 2.11774
C -5.72364 3.46479 0.91275
F 1.88753 -0.72594 -2.09225
H -5.29149 -6.62984 7.96711
C 5.00141 0.71867 -1.75139
H 7.40207 -1.99548 1.11210
C -1.24703 1.41473 2.81080
H -5.13920 -6.20708 2.76838
F -1.16281 -1.93117 -0.93294
H -1.85372 1.86436 3.61333
C 9.76934 0.39865 1.58223
H -4.35143 4.91718 0.02012
C -4.53161 -6.22198 7.30183
F 0.21201 -2.17470 -2.99073
H 0.75444 1.60985 -4.37992
H -6.30150 -4.97668 4.84404
H 2.47938 0.30276 -3.96366
H 0.74030 1.32307 -8.65154
H -0.85991 -1.38316 -6.58790
H 4.13398 1.10583 -1.20895
H -5.26949 -4.19888 3.62949
N 8.53352 -0.23751 0.97864
H 1.36059 4.00581 -4.91558
H -4.70281 -6.89248 6.44909
H -3.82104 -6.44799 3.82911
H 9.52818 -1.47254 -0.38441
H -2.86772 -5.74541 5.46458
H -2.82225 0.14698 2.23535
H -6.65130 3.50626 1.48585
C -3.77170 1.12378 -0.64568
N 1.81630 0.75718 -5.90990
H -5.64436 -2.63784 5.60447
C -0.36220 -0.41910 -6.77114
C -4.58556 -2.86735 5.50829
C 9.72215 0.55379 3.07394
H -6.01745 -4.72799 6.87686
C 1.61837 1.81410 -8.24072
H 5.92964 -0.72160 0.42283
H 4.81601 -0.27700 -2.15933
P -3.22081 2.08458 0.76181
C -5.29754 -4.92360 4.43511
H -5.12130 1.83063 2.19062
H -2.46030 1.47090 -5.12774
C -5.17554 -0.86908 -1.39214

Properties
strongest force on any atom = 0.0439 hartree/bohr
HOMO energy = -15.416 eV
net charge = +3
M = 887.11 u
lowest unoccupied orbital energy = -5.11 eV

Record 3
A cluster of 7 separate species, C40H96BF4N6O6 in total at a distorted geometry. Source: the Open Molecules 2025 dataset; level of theory: ωB97M-V/def2-TZVPD.

Atoms and positions in Å:
H -2.98211 -5.24859 0.46662
H 4.19447 -1.63890 0.11127
H 4.04574 7.76749 -2.89939
C -4.41131 -8.00534 -4.30772
H -0.51997 -9.95117 -2.08629
H 1.11770 4.54141 -0.40966
O -4.61226 2.10913 -0.24807
H 1.36751 -0.05023 -0.52428
H -0.23011 -1.54049 0.67195
C -3.67621 -7.08688 -3.28706
H 4.82022 6.90761 -0.28248
F 0.06927 1.60681 -1.62793
C -3.27734 3.74356 5.72847
C 4.96069 -0.26962 -2.03329
H 5.79808 9.32594 -3.21945
H 2.14870 -9.15854 -2.20417
C -2.69612 4.86391 4.75420
H -4.92529 -8.85078 -3.84162
H -3.72190 -8.36466 -5.08694
H 1.23790 -9.29332 0.28486
C 2.24534 -1.95998 -0.37235
H 5.65454 -0.07915 -1.21006
H -1.54471 -3.90614 -1.53660
H 3.18112 -9.86861 -0.89589
C 0.95913 -1.51144 2.46074
H -3.10259 4.79317 3.77333
C -1.14928 4.58064 4.67545
H -0.01221 1.00793 -8.99773
C -2.47595 1.78624 6.94188
C -3.78987 1.05224 4.27749
F -1.61443 0.05758 -1.14336
H -3.75272 3.23433 -2.33107
H -3.95619 0.97212 2.10285
H 1.31199 -2.54571 2.32602
F -1.15413 1.73036 0.32402
H 2.41279 0.62266 -9.11664
H -5.37031 0.00768 -1.19900
C -3.96560 0.29872 2.95543
H -5.01729 2.73224 -3.31506
C 4.79467 6.73308 -1.33628
H -5.23013 -7.46259 -4.81036
H 2.00746 4.26668 -1.95233
C -1.55244 0.55219 6.90339
H 1.52227 -2.33885 -1.15525
H 3.27838 -0.15906 4.27252
C -1.19966 -5.86202 -2.32972
H 2.20681 1.51222 -7.70506
H 5.31505 -0.99848 -2.76822
H -5.19190 4.71364 -1.14193
C 1.01613 -9.89187 -0.57097
H 5.29656 10.74288 0.98154
H 0.77919 5.46075 -1.92481
H -1.21943 -5.33937 0.43299
N -2.26257 2.58602 5.70772
F -2.19666 2.26435 -1.64119
C 3.29670 -1.56924 -7.89227
C 6.06522 9.94703 1.09828
C 2.39175 -0.78237 4.16476
H -3.50990 1.56665 7.06104
H -1.71468 -7.90911 -3.73607
C 3.62620 -1.72674 -0.81293
O 3.67968 -0.53845 -1.58380
H 3.94979 -2.09501 -7.17663
C 6.05417 9.77771 -1.21086
H -0.67925 3.74901 6.57486
H 0.48488 1.09065 8.97287
O 6.03582 9.04771 -0.06523
C -5.69160 0.78881 -1.86336
H -2.24950 -0.02979 8.89965
H -3.88178 0.33695 5.10359
N 4.55744 8.00152 -2.03776
H -6.68840 0.95218 -1.42717
O 2.08921 -0.67676 2.79148
H 4.90700 0.67165 -2.61454
H -3.16788 -0.40670 2.79252
H -0.11677 2.71584 5.27428
H 2.49503 -2.34345 -8.01553
H -6.66978 4.12418 -2.05930
H 2.38371 -10.83833 -2.06532
C -2.41119 -7.84915 -2.87072
C -0.89881 3.37068 5.59907
H 3.93514 8.58531 -1.53979
H -1.62624 1.08564 4.43854
H 0.07377 0.51909 -7.39539
C -0.28438 -9.36122 -1.23641
H -0.75550 -0.82022 8.33139
H 1.64579 -0.38306 4.87060
C 3.74104 5.61300 -1.56621
H 0.38677 -7.70875 -2.55774
H -3.09320 4.14311 6.75999
H 5.25895 10.53612 -1.19829
H -3.46890 -6.08196 -3.65228
H -2.18602 2.35364 7.83371
H -3.31645 -7.32998 -0.65876
C -5.62310 4.32266 -2.06860
H 0.25413 -7.42172 -0.73130
H -1.06158 -9.54674 -0.49309
H -0.81994 4.31684 3.70027
B -1.24438 1.41895 -1.06384
C -2.12262 -5.58493 -0.12979
H -1.82517 -7.70990 0.24967
C 5.84453 8.79780 -2.29146
H -4.29529 3.50237 5.50300
C -0.56837 1.08361 9.25966
H -4.60687 1.76427 4.23640
H -2.90301 5.80453 5.19605
N 1.98055 0.62342 -8.18941
H -1.34802 -5.80079 -3.39542
C 1.53575 5.01786 -1.29742
H 3.60291 5.32640 -2.66575
H 7.00826 10.47062 1.01875
H -2.64856 -8.85523 -2.49908
H -0.84736 2.16434 9.33425
C -2.03828 -4.86714 -1.50389
H 0.45499 -0.70501 -8.62597
C -4.93586 1.97188 -1.37166
H -0.14390 -5.65108 -2.18943
H -1.96924 -0.37352 6.48650
H 0.00712 0.10533 1.18953
H 0.28276 -1.56616 3.30286
H 4.04529 -2.63006 -1.30697
C 0.50704 0.33362 -8.33931
C -2.29053 -7.05764 -0.51501
O 2.70084 -0.16390 -6.01567
N -4.77634 3.13095 -2.41617
H 2.30883 -2.64908 0.47585
N 1.63688 -0.68556 0.25098
C 0.46656 -0.89044 1.16247
H 2.62681 -1.81472 4.42972
H -4.36301 -7.03283 -2.38643
H 3.81213 -1.30526 -8.82906
H 0.74444 -10.89304 -0.21744
O 2.54115 5.96079 -1.00797
C -1.32009 0.09906 8.32851
N -1.52157 -7.20719 -1.84552
C -0.17967 -7.87968 -1.62832
H -5.72536 0.48337 -2.92640
H 2.38156 -0.22773 0.78635
H -4.93688 -0.18818 3.10366
H 6.98959 10.41718 -1.34600
H 6.69370 8.10989 -2.33786
H -2.24345 2.46269 3.55927
C 2.25582 -9.97140 -1.43514
H 4.16849 4.68200 -1.16526
H -0.60078 0.71677 10.28183
C -2.46702 1.80637 4.42829
H -3.02560 -4.66038 -1.95343
H -0.53869 5.43928 4.93405
H -5.45808 5.05210 -2.86550
H -0.55240 0.79354 6.52779
H 6.00758 9.45384 2.07361
C 2.74861 -0.38630 -7.14540
H 5.81583 6.37544 -1.59115

Properties
strongest force on any atom = 0.0685 hartree/bohr
HOMO energy = -18.193 eV
net charge = +5
M = 844.05 u
lowest unoccupied orbital energy = -9.15 eV

Q: Which of these has the highest net charge?
A: C40H94AsBF10N5O2Tl